Computed, not measured: C36H40BNP2Pd as an isolated structure at a distorted geometry, with the ωB97M-V functional and the def2-TZVPD basis.

Positions of all 81 atoms, in Å:
Pd -0.89094 0.82325 -1.25544
C -2.40720 1.16205 -2.56942
C -2.06436 -0.20990 -2.52546
C -1.09562 -0.83912 -3.49204
C 0.27884 -0.10523 -3.66627
C 0.71264 0.69161 -2.49092
C 0.40037 2.04273 -2.18632
C -0.49045 2.92299 -2.96075
C -1.76506 2.16432 -3.49227
C 2.00289 0.26426 2.16230
H -3.33348 1.44707 -2.06737
H -2.68285 -0.86733 -1.92335
H -1.60992 -0.88585 -4.45887
H -0.90013 -1.87542 -3.18194
H 1.03171 -0.89271 -3.82581
H 0.23201 0.49042 -4.58449
H 1.63062 0.31463 -2.01754
H 1.17025 2.50878 -1.53717
H 0.01562 3.47537 -3.75971
H -0.83312 3.71669 -2.28912
H -2.51239 2.95066 -3.65353
H -1.54138 1.71452 -4.46550
H 1.16309 0.98909 2.16135
H 2.90486 0.69702 2.60283
H 1.65671 -0.63012 2.67898
P -1.42126 -0.84654 0.89766
P 2.52692 -0.19469 0.51261
C -0.03596 -1.45485 -0.11632
C 1.34082 -1.29667 -0.25538
C -2.37352 -2.33620 1.14163
C -2.73856 -3.31525 0.18204
C -3.58753 -4.35246 0.59531
C -4.03178 -4.42253 1.91434
C -3.64666 -3.45990 2.85050
C -2.80755 -2.43272 2.45652
C -2.86415 0.32293 0.46968
C -2.61258 1.71224 0.62416
C -3.57824 2.67716 0.32721
C -4.87831 2.29204 0.00364
C -5.15390 0.93562 -0.12147
C -4.17806 -0.04802 0.07815
C 3.94804 -1.25330 0.77655
C 3.67945 -2.52592 1.32678
C 4.71702 -3.24489 1.90643
C 6.01502 -2.72214 1.88332
C 6.28432 -1.47638 1.29909
C 5.24463 -0.73068 0.74887
C 3.08597 1.38618 -0.21994
C 2.62286 2.61155 0.31193
C 3.03139 3.82466 -0.24487
C 3.99832 3.82869 -1.26398
C 4.50462 2.63332 -1.76850
C 4.01782 1.41341 -1.28640
H -0.38076 -2.31410 -0.71649
H 1.85569 -2.02009 -0.93202
H -2.39058 -3.31618 -0.85240
H -3.92006 -5.12043 -0.10736
H -4.69502 -5.22376 2.24585
H -3.97934 -3.47980 3.88208
H -2.50293 -1.68953 3.19253
H -1.67657 2.01802 1.10783
H -3.33075 3.73008 0.37297
H -5.65818 3.02876 -0.13722
H -6.16277 0.63490 -0.37862
H -4.45827 -1.09752 -0.03932
H 2.65327 -2.91352 1.32610
H 4.50082 -4.20275 2.38372
H 6.82521 -3.27831 2.33561
H 7.29014 -1.05933 1.28083
H 5.42628 0.26100 0.32251
H 1.88684 2.62062 1.12270
H 2.58347 4.74869 0.10697
H 4.33556 4.77971 -1.66789
H 5.27708 2.63671 -2.54352
H 4.38649 0.47661 -1.70471
B -1.82798 0.25119 4.99725
C -1.33672 0.21942 3.57707
N -0.93795 0.09961 2.44849
H -1.12248 -0.51624 5.62861
H -2.97191 -0.20580 4.99039
H -1.85044 1.33761 5.52630

Atoms 1-3, force components in eV/Å:
0.4540 -1.3075 5.4407
-0.6512 -1.2542 -0.8393
-1.2501 0.3768 -1.4269

Its expectation value of S² is 2.014. The HOMO energy (spin up / spin down) comes out at -0.173 / -0.238 hartree. The value obtained for the relative energy (zero: lowest compared OMol25 entry of this formula, charge and spin) is 208.6 kJ/mol. As for the LUMO energy (spin up / spin down): 0.001 / -0.015 hartree. As for the multiplicity: 3. Its frontier orbital gap (spin up / spin down) is 4.73 / 6.09 eV. The value obtained for the electronic energy is -2285.67929 hartree.

Computed, not measured: C22H24ClN2O4PbSSeSi as an isolated structure, with the ωB97M-V functional and the def2-TZVPD basis.

Positions of all 57 atoms, in Å:
Pb 0.13140 -0.22540 2.51207
Cl 6.32568 -3.70219 0.75565
C 4.80868 -2.82032 0.74605
C 4.80619 -1.45287 0.43258
C 3.63035 -0.74903 0.39048
C 2.37458 -1.38002 0.64180
O 1.27165 -0.72689 0.49904
C 2.42313 -2.74478 1.04843
C 1.24192 -3.44442 1.52263
O 0.15549 -2.95524 1.77908
C 3.63929 -3.44921 1.06474
H 5.74906 -0.95473 0.23873
H 3.62143 0.31553 0.18364
H 1.39468 -4.52819 1.71150
H 3.64182 -4.49646 1.35024
C 1.07926 2.53277 -5.36429
C 1.21905 2.71931 -3.87262
C 1.23409 3.99023 -3.30984
C 1.38583 4.16294 -1.93862
C 1.53129 3.05149 -1.12528
C 1.50529 1.76823 -1.66253
C 1.34948 1.61471 -3.03035
S 1.73762 3.25040 0.62920
O 1.51989 4.65706 0.89078
O 3.01960 2.68987 0.97509
N 0.64036 2.30391 1.27373
C -0.67404 2.41353 0.98584
C -1.34914 3.47727 0.32958
C -2.70264 3.39206 0.13076
C -3.42113 2.27973 0.58364
C -2.71688 1.29015 1.22355
N -1.38993 1.33515 1.39946
H 0.67453 3.42799 -5.83946
H 0.42239 1.69321 -5.59713
H 2.05098 2.32518 -5.82037
H 1.11423 4.85779 -3.95046
H 1.39859 5.14926 -1.49205
H 1.55746 0.90672 -1.00189
H 1.31649 0.61557 -3.45263
H -0.78652 4.35269 0.03640
H -3.21945 4.20192 -0.37190
H -4.49139 2.19545 0.45585
H -3.20233 0.41126 1.63674
C -2.65667 -4.59756 2.28800
Si -3.06390 -2.81945 1.90594
C -4.92466 -2.62943 1.99324
C -2.48307 -2.45685 0.16918
Se -2.19385 -1.42255 3.44961
H -3.14981 -5.27102 1.57720
H -2.97954 -4.85716 3.30080
H -1.57397 -4.73713 2.22713
H -5.43170 -3.35230 1.34139
H -5.23338 -1.62060 1.70208
H -5.25706 -2.79619 3.02326
H -2.74649 -3.30034 -0.47905
H -1.39353 -2.34187 0.14922
H -2.93070 -1.54917 -0.24589

Atoms 1-3, force components in eV/Å:
0.2536 0.1797 -0.1745
-0.1092 0.0658 0.0115
0.0704 0.0277 -0.0202

The HOMO energy comes out at -0.187 hartree. As for the LUMO energy: 0.095 hartree. Its frontier orbital gap is 7.68 eV. Its total charge is -1. The value obtained for the electronic energy is -5005.56424 hartree.

Computed, not measured: C7H12O2S in the gas phase at a distorted geometry, with the ωB97M-V functional and the def2-TZVPD basis.

Positions of all 22 atoms, in Å:
O 2.32415 -1.57373 0.76835
O -1.65901 1.36536 -0.81807
S -0.10120 -1.31232 0.24081
C 1.26110 -1.59593 1.33870
C 1.20981 -2.05631 2.78328
C -0.79633 2.26163 -0.19831
C -1.49902 -0.54063 -2.20690
C 0.33391 1.37178 0.35346
C -0.75944 0.59965 -1.59899
C 0.39933 0.21968 -0.67810
H 0.24447 -1.63098 3.18686
H 1.19110 -3.21455 2.99288
H 2.09655 -1.68167 3.28380
H -1.33143 2.78491 0.51443
H -0.40035 3.00903 -1.00423
H -2.29867 -0.86783 -1.51298
H -0.77271 -1.32827 -2.45547
H -1.94195 -0.22931 -3.13901
H 1.31176 1.90797 0.39690
H 0.21035 0.94346 1.31655
H -0.40214 1.36476 -2.31434
H 1.37972 0.20331 -1.24961

Atoms 1-3, force components in eV/Å:
0.9932 0.5995 0.4724
-0.3063 -0.3569 -0.0021
-1.2177 0.0186 0.0780

The HOMO energy comes out at -0.329 hartree. The value obtained for the relative energy (zero: lowest compared OMol25 entry of this formula, charge and spin) is 0.0 kJ/mol. As for the LUMO energy: 0.026 hartree. Its frontier orbital gap is 9.68 eV. The value obtained for the electronic energy is -822.53933 hartree. As for the SMILES: CC(=O)S[C@@H]1CCO[C@@H]1C.

Computed, not measured: C10H5O3S5Sn as an isolated structure at a distorted geometry, with the ωB97M-V functional and the def2-TZVPD basis.

Positions of all 24 atoms, in Å:
Sn 2.83623 0.71031 -0.64209
S 2.89020 -6.14871 1.92606
C 2.87941 -4.57626 1.33726
S 2.83279 -4.19437 -0.36992
C 2.84439 -2.45532 -0.17666
C 2.88170 -1.98237 1.08573
S 2.90048 -0.31932 1.53930
S 2.91385 -3.16652 2.37355
S 2.80739 -1.49952 -1.61085
O 0.73630 2.93866 -0.20740
C 0.22370 1.78805 -0.38520
O 0.86957 0.71038 -0.58468
C -1.29034 1.69275 -0.35696
C -1.93999 0.46132 -0.54433
C -3.33415 0.37223 -0.51855
C -4.10183 1.51569 -0.30454
C -3.47618 2.74684 -0.11659
C -2.08183 2.83328 -0.14281
H -1.33966 -0.43167 -0.71148
H -3.81221 -0.59085 -0.66596
H -5.18472 1.44745 -0.28437
H -4.06539 3.64281 0.05071
H -1.59248 3.79505 0.00400
O 4.60277 0.71010 -0.69421

Atoms 1-3, force components in eV/Å:
-1.3348 -1.3161 0.8822
-0.0074 0.8711 -0.3297
0.0259 -0.5402 0.2078

The HOMO energy comes out at -0.153 hartree. The value obtained for the relative energy (zero: lowest compared OMol25 entry of this formula, charge and spin) is 230.4 kJ/mol. As for the LUMO energy: 0.074 hartree. Its frontier orbital gap is 6.19 eV. Its total charge is -1. The value obtained for the electronic energy is -2815.08831 hartree.

Q: Among the records above, which one has the lowest electronic energy?
A: C22H24ClN2O4PbSSeSi

Q: electronic energy of number 1 (C36H40BNP2Pd)?
A: -2285.67929 hartree